<w>
The following is a DFT calculation (ωB97M-V with the def2-TZVPD basis set) of a 3-piece molecular cluster, C5H14O3 overall.

Bonds (Å) are listed after each position.
Atoms and positions in Å:
1 O -1.246 -1.635 0.180  H15 0.961, H22 0.996
2 O 2.880 0.767 -0.127  C7 1.402, H21 0.966
3 O 0.896 -0.082 0.691  C7 1.404, H13 1.048
4 C 2.711 -1.594 0.443  C7 1.524, H9 1.087, H14 1.087, H20 1.089
5 C -0.876 1.772 -0.604  C6 1.344, H11 1.082, H18 1.081
6 C -1.879 0.913 -0.858  C5 1.344, C8 1.489, H19 1.081
7 C 2.027 -0.345 -0.100  O2 1.402, O3 1.404, C4 1.524, H10 1.100
8 C -3.136 0.836 -0.064  C6 1.489, H12 1.090, H16 1.089, H17 1.089
9 H 2.036 -2.443 0.374  C4 1.087
10 H 1.733 -0.496 -1.149  C7 1.100
11 H -0.987 2.522 0.169  C5 1.082
12 H -3.982 1.138 -0.682  C8 1.090
13 H 0.325 0.684 0.259  O3 1.048
14 H 3.608 -1.801 -0.134  C4 1.087
15 H -1.489 -2.136 0.964  O1 0.961
16 H -3.094 1.472 0.819  C8 1.089
17 H -3.306 -0.194 0.245  C8 1.089
18 H -0.121 1.976 -1.349  C5 1.081
19 H -1.856 0.310 -1.754  C6 1.081
20 H 2.974 -1.440 1.488  C4 1.089
21 H 3.184 0.937 0.774  O2 0.966
22 H -0.402 -1.163 0.416  O1 0.996

The value obtained for the gap between HOMO and LUMO is 10.7 eV. The SMILES is CC(O)O.C=CC.O. As for the net charge: 0.

Charges per atom according to natural (NBO) partitioning, unit e:
1 O -0.99
2 O -0.72
3 O -0.79
4 C -0.65
5 C -0.56
6 C -0.05
7 C 0.37
8 C -0.66
9 H 0.22
10 H 0.14
11 H 0.21
12 H 0.22
13 H 0.51
14 H 0.22
15 H 0.46
16 H 0.21
17 H 0.24
18 H 0.22
19 H 0.20
20 H 0.21
21 H 0.47
22 H 0.50



<x>
The following is a DFT calculation (ωB97M-V with the def2-TZVPD basis set) of a 4-piece molecular cluster, C5H14O3 overall.

Bonds (Å) are listed after each position.
Atoms and positions in Å:
1 O 2.882 4.115 -0.606  H12 0.954, H14 0.989
2 O -0.277 -5.402 -1.109  H15 0.965, H22 0.993
3 O -1.323 1.860 -4.873  H16 0.903, H20 0.981
4 C -0.031 -1.637 0.753  C5 1.546, C8 1.311, H17 1.103
5 C -0.279 -0.844 2.056  C4 1.546, C7 1.524, H10 1.110, H21 1.072
6 C -1.122 1.538 2.508  C7 1.310, H11 1.053, H13 1.078
7 C -0.480 0.644 1.799  C5 1.524, C6 1.310, H18 1.050
8 C 0.318 -0.974 -0.322  C4 1.311, H9 1.112, H19 1.074
9 H 0.557 -1.444 -1.301  C8 1.112
10 H -1.202 -1.208 2.555  C5 1.110
11 H -0.720 2.507 2.586  C6 1.053
12 H 3.240 4.998 -0.648  O1 0.954
13 H -1.692 1.105 3.315  C6 1.078
14 H 2.549 4.104 0.325  O1 0.989
15 H -0.982 -5.447 -1.766  O2 0.965
16 H -1.164 1.655 -4.008  O3 0.903
17 H -0.151 -2.733 0.747  C4 1.103
18 H 0.008 1.114 0.997  C7 1.050
19 H 0.591 0.064 -0.366  C8 1.074
20 H -0.420 2.134 -5.141  O3 0.981
21 H 0.494 -0.965 2.789  C5 1.072
22 H -0.794 -5.184 -0.290  O2 0.993

The value obtained for the gap between HOMO and LUMO is 10.2 eV. The SMILES is C=CCC=C.O.O.O. As for the net charge: 0.

Charges per atom according to natural (NBO) partitioning, unit e:
1 O -0.93
2 O -0.93
3 O -0.92
4 C -0.17
5 C -0.48
6 C -0.41
7 C -0.14
8 C -0.40
9 H 0.20
10 H 0.22
11 H 0.20
12 H 0.47
13 H 0.18
14 H 0.47
15 H 0.47
16 H 0.46
17 H 0.21
18 H 0.18
19 H 0.19
20 H 0.46
21 H 0.23
22 H 0.46



Computed stability ranking, most favorable first: <w>, <x>



<w>
The following is a DFT calculation (ωB97M-V with the def2-TZVPD basis set) of an isolated ion of composition CH2NO4P and charge -2.

Bonds (Å) are listed after each position.
Atoms and positions in Å:
1 P -1.092 0.689 0.557  O2 1.517, O3 1.474, O5 1.554, C7 2.122
2 O -2.208 -0.267 0.934  P1 1.517
3 O -0.713 1.762 1.494  P1 1.474
4 O 1.118 -1.312 1.243  C7 1.207
5 O -1.223 1.189 -0.908  P1 1.554
6 N 1.084 -0.531 -0.889  C7 1.405, H8 0.978, H9 1.041
7 C 0.598 -0.588 0.428  P1 2.122, O4 1.207, N6 1.405
8 H 1.851 -1.001 -1.272  N6 0.978
9 H 0.585 0.059 -1.587  N6 1.041

The value obtained for the gap between HOMO and LUMO is 6.4 eV. The SMILES is NC(=O)P(=O)([O-])[O-]. As for the net charge: -2.

Charges per atom according to natural (NBO) partitioning, unit e:
1 P 2.31
2 O -1.25
3 O -1.24
4 O -0.73
5 O -1.29
6 N -0.92
7 C 0.37
8 H 0.32
9 H 0.42



<x>
The following is a DFT calculation (ωB97M-V with the def2-TZVPD basis set) of a 2-piece molecular cluster, CH2NO4P overall.

Bonds (Å) are listed after each position.
Atoms and positions in Å:
1 P -1.759 0.127 -0.148  O2 1.556, O3 1.565, O4 1.509, H9 1.416
2 O -0.763 -0.170 1.010  P1 1.556, H8 0.970
3 O -3.200 -0.165 0.388  P1 1.565
4 O -1.554 1.497 -0.748  P1 1.509
5 O 4.061 0.037 -0.207  C7 1.219
6 N 1.685 -0.274 0.089  C7 1.196
7 C 2.864 -0.124 -0.048  O5 1.219, N6 1.196
8 H 0.103 0.054 0.632  O2 0.970
9 H -1.436 -0.981 -0.968  P1 1.416

The value obtained for the gap between HOMO and LUMO is 7.3 eV. As for the net charge: -2.

Charges per atom according to natural (NBO) partitioning, unit e:
1 P 2.20
2 O -1.07
3 O -1.25
4 O -1.21
5 O -0.77
6 N -0.81
7 C 0.64
8 H 0.52
9 H -0.26



Computed stability ranking, most favorable first: <x>, <w>



<w>
The following is a DFT calculation (ωB97M-V with the def2-TZVPD basis set) of a 3-piece molecular cluster, C6H18O2 overall.

Bonds (Å) are listed after each position.
Atoms and positions in Å:
1 O -0.146 -1.179 -2.153  H16 1.014, H25 1.006
2 O -2.619 -0.230 -1.651  H9 0.974, H12 0.982
3 C -0.498 -0.331 1.479  C4 1.551, C6 1.550, H21 1.113, H26 1.092
4 C -0.879 -1.830 1.382  C3 1.551, H14 1.088, H15 1.077, H20 1.111
5 C 1.967 0.573 1.791  C6 1.579, H17 1.115, H22 1.105, H23 1.084
6 C 0.797 0.189 0.803  C3 1.550, C5 1.579, C7 1.556, H13 1.121
7 C 0.437 1.426 -0.071  C6 1.556, C8 1.494, H18 1.101, H19 1.135
8 C 1.504 1.758 -1.063  C7 1.494, H10 1.121, H11 1.103, H24 1.178
9 H -2.491 0.581 -1.126  O2 0.974
10 H 1.252 1.470 -2.117  C8 1.121
11 H 2.429 1.198 -0.848  C8 1.103
12 H -2.453 -0.834 -0.895  O2 0.982
13 H 1.156 -0.661 0.166  C6 1.121
14 H -0.737 -2.324 0.422  C4 1.088
15 H -1.864 -2.125 1.702  C4 1.077
16 H -1.045 -0.729 -2.283  O1 1.014
17 H 1.877 1.636 2.114  C5 1.115
18 H -0.611 1.331 -0.397  C7 1.101
19 H 0.338 2.212 0.742  C7 1.135
20 H -0.219 -2.377 2.089  C4 1.111
21 H -1.449 0.199 1.248  C3 1.113
22 H 1.822 -0.281 2.477  C5 1.105
23 H 2.966 0.518 1.373  C5 1.084
24 H 1.758 2.907 -1.104  C8 1.178
25 H -0.371 -1.974 -1.578  O1 1.006
26 H -0.212 -0.184 2.522  C3 1.092

The value obtained for the gap between HOMO and LUMO is 11.1 eV. The SMILES is CCC(C)CC.O.O. As for the net charge: 0.

Charges per atom according to natural (NBO) partitioning, unit e:
1 O -0.97
2 O -0.92
3 C -0.41
4 C -0.62
5 C -0.63
6 C -0.21
7 C -0.39
8 C -0.62
9 H 0.48
10 H 0.23
11 H 0.21
12 H 0.47
13 H 0.21
14 H 0.18
15 H 0.21
16 H 0.49
17 H 0.21
18 H 0.18
19 H 0.19
20 H 0.21
21 H 0.19
22 H 0.21
23 H 0.22
24 H 0.20
25 H 0.45
26 H 0.21



<x>
The following is a DFT calculation (ωB97M-V with the def2-TZVPD basis set) of a 3-piece molecular cluster, C6H18O2 overall.

Bonds (Å) are listed after each position.
Atoms and positions in Å:
1 O 1.537 -1.221 -2.424  H10 0.991, H20 0.982
2 O -1.361 -2.151 -1.459  H14 1.015, H18 0.960
3 C 0.124 0.561 0.420  C4 1.511, C5 1.656, C6 1.501, H11 1.132
4 C -0.570 0.148 1.697  C3 1.511, C8 1.559, H23 1.217, H26 1.101
5 C 1.699 0.333 0.877  C3 1.656, H12 1.041, H13 1.082, H21 1.022
6 C -0.060 1.964 -0.080  C3 1.501, C7 1.549, H15 1.177, H22 1.160
7 C -1.038 2.021 -1.280  C6 1.549, H9 1.176, H24 1.128, H25 1.103
8 C -0.670 -1.386 1.959  C4 1.559, H16 1.114, H17 1.090, H19 1.077
9 H -0.484 1.637 -2.244  C7 1.176
10 H 1.473 -1.866 -1.674  O1 0.991
11 H 0.091 -0.027 -0.547  C3 1.132
12 H 1.731 -0.259 1.733  C5 1.041
13 H 2.380 -0.007 0.108  C5 1.082
14 H -0.717 -2.585 -2.113  O2 1.015
15 H 0.967 2.433 -0.415  C6 1.177
16 H -0.669 -1.962 1.005  C8 1.114
17 H 0.099 -1.960 2.475  C8 1.090
18 H -2.232 -2.338 -1.815  O2 0.960
19 H -1.478 -1.554 2.651  C8 1.077
20 H 2.501 -1.204 -2.609  O1 0.982
21 H 2.089 1.263 1.047  C5 1.022
22 H -0.437 2.570 0.834  C6 1.160
23 H -0.005 0.608 2.672  C4 1.217
24 H -1.359 3.097 -1.385  C7 1.128
25 H -1.979 1.454 -1.185  C7 1.103
26 H -1.633 0.429 1.752  C4 1.101

The value obtained for the gap between HOMO and LUMO is 10.4 eV. The SMILES is CCC(C)CC.O.O. As for the net charge: 0.

Charges per atom according to natural (NBO) partitioning, unit e:
1 O -0.94
2 O -0.94
3 C -0.26
4 C -0.40
5 C -0.60
6 C -0.39
7 C -0.62
8 C -0.63
9 H 0.21
10 H 0.47
11 H 0.23
12 H 0.20
13 H 0.19
14 H 0.48
15 H 0.20
16 H 0.23
17 H 0.20
18 H 0.47
19 H 0.21
20 H 0.47
21 H 0.20
22 H 0.20
23 H 0.20
24 H 0.21
25 H 0.21
26 H 0.21



Computed stability ranking, most favorable first: <w>, <x>